[1]
C16H21BN6SSr as an isolated structure. Source: the Open Molecules 2025 dataset; level of theory: the ωB97M-V functional and the def2-TZVPD basis.

Structure (XYZ):
```
46
Properties=species:S:1:pos:R:3:lowdin_charge:R:1
Sr -0.062 0.561 0.423 1.3608
B 0.073 3.481 2.601 -0.4154
N 0.206 2.113 3.336 -0.0930
C 0.740 1.871 4.539 -0.0837
C 0.568 0.534 4.848 -0.0591
C -0.101 0.020 3.739 -0.1676
N -0.323 0.974 2.832 -0.1313
N 0.888 3.516 1.270 -0.0950
C 2.093 4.065 1.071 -0.0877
C 2.427 3.950 -0.265 -0.0572
C 1.333 3.296 -0.828 -0.1717
N 0.400 3.038 0.095 -0.1152
H -1.095 3.657 2.326 0.0487
H 0.519 4.327 3.333 0.0748
H 1.201 2.673 5.092 0.1201
H 0.886 0.014 5.733 0.0931
H -0.431 -0.992 3.556 0.1074
H 2.630 4.498 1.898 0.1245
H 3.330 4.276 -0.750 0.0964
H 1.179 2.991 -1.852 0.1085
S 3.499 0.274 1.420 0.5048
C 2.580 -0.237 0.175 -1.0871
N 1.784 -0.531 -0.641 -0.1707
C -2.937 3.420 -0.666 0.0132
N -3.875 3.164 0.463 -0.1760
C -3.919 4.321 1.395 0.0025
C -3.557 1.866 1.204 -0.1028
C -3.733 0.682 0.299 -0.3247
C -5.048 0.252 0.094 -0.0805
C -5.306 -0.807 -0.759 -0.1031
C -4.234 -1.432 -1.382 -0.1043
C -2.936 -0.994 -1.146 -0.1627
C -2.608 0.085 -0.304 -0.1960
H -3.274 4.310 -1.193 0.1043
H -2.936 2.551 -1.316 0.0967
H -1.943 3.572 -0.246 0.0771
H -4.805 3.022 0.068 0.1698
H -2.936 4.421 1.850 0.0762
H -4.664 4.128 2.162 0.1044
H -4.174 5.219 0.837 0.1030
H -4.255 1.859 2.044 0.1312
H -2.548 1.985 1.595 0.0898
H -5.874 0.727 0.621 0.1039
H -6.320 -1.151 -0.921 0.0972
H -4.413 -2.271 -2.045 0.0976
H -2.141 -1.534 -1.657 0.0789
```

Summary:
E: -1404.630029 Ha
Maximum force: 0.86 eV Å⁻¹
HOMO-LUMO gap: 7.7 eV
HOMO level: -7.75 eV

[2]
C16H21Cl3GeN7O2PRb as an isolated structure. Source: the Open Molecules 2025 dataset; level of theory: the ωB97M-V functional and the def2-TZVPD basis.

Structure (XYZ):
```
52
Properties=species:S:1:pos:R:3:lowdin_spin:R:1
Rb -0.324 0.602 -0.584 0.0235
N 4.878 0.326 -0.084 0.0000
C 3.587 0.187 0.265 0.0000
N 2.639 -0.213 -0.514 0.0000
C 2.982 -0.601 -1.816 0.0000
N 2.187 -1.272 -2.564 0.0000
N 0.948 -1.542 -2.035 -0.0004
C 0.561 -2.743 -2.174 0.0002
C -0.732 -3.233 -1.670 0.0003
C -1.096 -4.530 -2.013 0.0018
C -2.303 -5.045 -1.570 0.0005
C -3.112 -4.237 -0.796 0.0007
C -2.668 -2.956 -0.499 0.0068
N -1.508 -2.445 -0.901 0.0125
C 4.320 -0.265 -2.328 0.0000
C 4.681 -0.409 -3.667 0.0000
C 5.971 -0.134 -4.072 0.0000
C 6.925 0.279 -3.141 0.0000
C 6.586 0.432 -1.812 0.0000
C 5.280 0.164 -1.414 0.0000
H 5.563 0.571 0.613 0.0000
H 3.351 0.440 1.294 0.0000
H 1.202 -3.464 -2.683 0.0000
H -0.432 -5.123 -2.628 0.0001
H -2.603 -6.051 -1.828 0.0000
H -4.069 -4.578 -0.427 0.0001
H -3.305 -2.308 0.095 0.0017
H 3.935 -0.755 -4.370 0.0000
H 6.249 -0.251 -5.110 0.0000
H 7.939 0.480 -3.460 0.0000
H 7.323 0.749 -1.084 0.0000
Cl -3.165 0.462 0.429 0.1432
Ge -2.131 -0.478 2.117 0.4792
Cl -3.503 -1.405 3.434 0.1699
Cl -1.109 1.249 3.017 0.1554
N 2.112 5.211 -0.757 0.0000
C 0.663 5.294 -1.166 0.0000
P -0.211 3.936 -0.244 0.0001
O -1.134 3.193 -1.150 0.0005
O 0.910 3.247 0.476 0.0003
C -1.358 4.738 0.979 0.0005
N -2.522 3.799 1.104 0.0009
H 2.750 5.192 -1.551 0.0000
H 2.168 4.317 -0.202 0.0000
H 2.391 5.980 -0.149 0.0000
H 0.579 5.069 -2.227 0.0000
H 0.285 6.299 -0.993 0.0000
H -1.735 5.687 0.604 0.0000
H -0.905 4.881 1.957 0.0002
H -2.289 3.011 1.722 0.0010
H -2.695 3.400 0.166 0.0009
H -3.364 4.249 1.464 0.0002
```

Summary:
ΔE to the lowest compared entry with this formula, charge and spin: 26.80 kcal/mol
E: -4978.700426 Ha
Maximum force: 1.18 eV Å⁻¹
Multiplicity: 2
Charge: +2
HOMO-LUMO gap (spin up / spin down): 7.1 / 4.4 eV
HOMO level (spin up / spin down): -12.41 / -12.41 eV

[3]
C16H21Cl49GaO3P2 as an isolated structure. Source: the Open Molecules 2025 dataset; level of theory: the ωB97M-V functional and the def2-TZVPD basis.

Structure (XYZ):
```
92
Properties=species:S:1:pos:R:3:lowdin_charge:R:1
O 0.350 -5.101 -0.067 -0.4997
P -0.743 -5.678 -1.232 0.5668
O -2.202 -5.048 -0.757 -0.4691
Ga -0.268 -4.451 -3.203 -0.0026
P -0.373 -2.078 -2.850 0.3651
O 1.224 -1.621 -2.769 -0.5246
Cl -0.857 -2.027 -0.748 0.1286
H 0.065 -4.266 0.323 -0.0195
H -2.226 -4.084 -0.827 -0.0505
H -1.414 -4.823 -4.228 -0.1479
H 1.178 -4.814 -3.759 -0.1270
H 1.731 -2.191 -2.179 0.0184
C 2.183 -6.659 1.789 -1.5302
Cl 3.713 -6.779 0.923 0.5344
Cl 1.836 -8.173 2.648 0.5256
Cl 2.200 -5.300 2.914 0.5059
H 1.391 -6.478 1.068 -0.0394
C 1.371 -2.154 5.926 -1.5461
Cl 1.594 -2.623 7.615 0.5104
Cl 2.695 -2.753 4.928 0.4926
Cl -0.177 -2.725 5.312 0.5366
H 1.378 -1.073 5.878 0.0089
C 0.963 0.807 0.258 -1.5220
Cl 2.423 1.267 -0.625 0.5551
Cl 1.348 0.350 1.919 0.5178
Cl -0.224 2.114 0.235 0.5035
H 0.529 -0.054 -0.239 -0.0861
C 1.763 -7.544 6.326 -1.5558
Cl 2.519 -6.001 6.702 0.5096
Cl 2.775 -8.897 6.842 0.5024
Cl 0.158 -7.646 7.050 0.5223
H 1.652 -7.604 5.250 -0.0615
C 5.337 1.437 1.633 -1.5753
Cl 6.838 1.421 0.703 0.5208
Cl 4.884 -0.185 2.138 0.5128
Cl 5.468 2.520 3.022 0.5147
H 4.550 1.814 0.992 -0.0498
C -3.108 -7.595 2.646 -1.5478
Cl -4.570 -6.634 2.405 0.5224
Cl -1.727 -6.868 1.853 0.5638
Cl -2.804 -7.835 4.376 0.4941
H -3.275 -8.569 2.203 0.0103
C -0.950 -8.333 -6.878 -1.5639
Cl -0.757 -7.505 -5.348 0.5216
Cl -2.644 -8.352 -7.392 0.5000
Cl 0.066 -7.609 -8.134 0.5032
H -0.636 -9.362 -6.762 0.0045
C 5.089 -11.908 5.391 -1.5610
Cl 4.400 -11.872 7.014 0.5014
Cl 6.647 -12.737 5.386 0.5170
Cl 3.973 -12.652 4.250 0.5276
H 5.253 -10.884 5.079 0.0105
C -3.768 4.967 -1.122 -1.5552
Cl -3.736 4.473 -2.811 0.5165
Cl -5.366 4.712 -0.418 0.5228
Cl -2.530 4.107 -0.205 0.5040
H -3.550 6.027 -1.084 -0.0781
C -6.215 0.664 -3.975 -1.5617
Cl -4.714 0.288 -4.817 0.5299
Cl -6.941 -0.795 -3.299 0.5227
Cl -5.943 1.877 -2.725 0.4982
H -6.911 1.078 -4.694 0.0067
C 0.228 4.247 3.646 -1.5535
Cl 1.239 3.799 5.018 0.5269
Cl -1.398 4.685 4.171 0.5265
Cl 0.965 5.565 2.731 0.5085
H 0.150 3.389 2.989 -0.0273
C -2.947 8.893 -3.288 -1.5137
Cl -3.526 8.442 -1.684 0.5562
Cl -1.364 8.192 -3.626 0.5130
Cl -4.114 8.403 -4.518 0.5411
H -2.855 9.971 -3.318 0.0176
C 0.115 8.992 1.118 -1.5306
Cl -0.278 10.673 1.497 0.5296
Cl -0.371 8.584 -0.526 0.4857
Cl 1.839 8.689 1.314 0.4854
H -0.427 8.356 1.808 0.0046
C -7.540 7.951 -6.142 -1.5759
Cl -8.059 7.628 -4.491 0.5242
Cl -8.076 6.678 -7.237 0.5280
Cl -8.107 9.531 -6.686 0.5189
H -6.458 7.966 -6.156 -0.0324
C 2.418 6.065 -2.600 -1.5457
Cl 1.983 5.914 -0.900 0.4919
Cl 1.609 4.842 -3.575 0.5504
Cl 2.044 7.692 -3.176 0.4848
H 3.488 5.922 -2.690 0.0111
C 5.722 9.691 -0.692 -1.5472
Cl 4.371 8.567 -0.793 0.5034
Cl 6.434 9.681 0.922 0.5269
Cl 6.940 9.334 -1.919 0.5244
H 5.341 10.686 -0.881 0.0124
```

Summary:
E: -26004.944770 Ha
Maximum force: 0.53 eV Å⁻¹
Charge: -1
HOMO-LUMO gap: 5.5 eV
HOMO level: -4.26 eV

[4]
C16H21ClN2O2PdS2Se2 as an isolated structure. Source: the Open Molecules 2025 dataset; level of theory: the ωB97M-V functional and the def2-TZVPD basis.

Structure (XYZ):
```
47
Properties=species:S:1:pos:R:3:lowdin_spin:R:1
Pd 0.053 0.998 -0.511 0.9922
O 1.549 6.656 0.739 0.0001
C 0.237 6.129 0.603 -0.0001
C 0.186 4.619 0.316 0.0064
C 0.897 3.886 1.460 -0.0015
O 2.310 4.113 1.463 0.0020
C 0.826 4.371 -1.061 0.0241
Se 1.710 2.649 -1.366 0.2896
C -1.297 4.233 0.327 0.0327
Se -1.858 2.513 -0.448 0.3271
H 2.107 5.923 1.055 0.0000
H -0.247 6.671 -0.217 0.0001
H -0.343 6.327 1.517 -0.0001
H 0.690 2.815 1.410 -0.0021
H 0.520 4.265 2.414 0.0000
H 2.648 3.558 0.735 0.0030
H 1.603 5.116 -1.234 0.0076
H 0.058 4.491 -1.826 0.0011
H -1.854 4.982 -0.242 0.0067
H -1.669 4.266 1.354 0.0037
S 0.625 -0.337 1.338 0.1926
C 1.793 -1.314 0.376 0.0291
N 1.611 -2.733 0.567 0.0054
C 2.661 -3.452 -0.137 0.0011
C 3.983 -2.686 0.108 0.0008
S 3.545 -1.081 0.850 0.0046
H 0.668 -3.007 0.300 0.0006
H 2.479 -3.505 -1.218 0.0003
H 2.716 -4.470 0.251 0.0002
H 4.513 -2.533 -0.831 0.0001
H 4.638 -3.216 0.798 0.0001
N 1.624 -0.894 -2.228 0.0538
C 1.681 -0.947 -1.076 0.0138
Cl -3.710 -4.414 -3.165 0.0000
C -3.321 -4.492 -1.441 0.0001
C -3.671 -5.637 -0.768 0.0000
C -3.401 -5.795 0.592 0.0001
C -2.754 -4.722 1.235 0.0000
C -2.404 -3.578 0.570 0.0002
C -2.659 -3.359 -0.843 0.0002
C -2.285 -2.207 -1.487 0.0017
H -4.167 -6.427 -1.324 0.0000
H -3.677 -6.699 1.119 0.0000
H -2.520 -4.797 2.294 0.0000
H -1.906 -2.775 1.106 0.0003
H -2.422 -2.069 -2.549 0.0001
H -1.769 -1.437 -0.924 0.0025
```

Summary:
ΔE to the lowest compared entry with this formula, charge and spin: 17.54 kcal/mol
E: -7069.581135 Ha
Maximum force: 0.47 eV Å⁻¹
Multiplicity: 3
Charge: -2
HOMO-LUMO gap (spin up / spin down): 4.2 / 3.9 eV
HOMO level (spin up / spin down): 0.10 / 0.11 eV